ORCA calculation (wB97M-V/def2-TZVPD) on 11 unconnected molecules or ions with the total composition H22O11 in a non-equilibrium geometry.

Geometry (Å):
O  3.634  0.384  -2.227
H  3.880  1.073  -1.528
H  3.821  -0.378  -1.680
O  1.452  -1.633  4.078
H  1.660  -2.520  4.360
H  1.894  -1.030  4.696
O  -2.177  2.331  1.544
H  -2.807  3.069  1.526
H  -1.804  2.512  0.655
O  0.117  -0.268  -1.093
H  -0.299  -0.093  -0.314
H  0.990  0.112  -1.318
O  -1.532  -2.616  -2.160
H  -2.265  -2.641  -2.815
H  -1.169  -1.760  -2.158
O  -3.848  1.455  3.325
H  -2.914  1.562  3.501
H  -3.849  1.410  2.339
O  0.902  2.495  -4.019
H  0.777  1.911  -4.768
H  1.901  2.525  -3.938
O  -1.726  4.278  -0.863
H  -2.686  4.407  -0.778
H  -1.557  4.647  -1.699
O  -0.501  -4.822  -0.431
H  -0.404  -4.256  -1.193
H  0.081  -5.568  -0.603
O  3.509  -1.637  0.929
H  4.367  -1.286  0.690
H  3.312  -2.248  0.198
O  -0.832  -0.296  1.570
H  -0.334  -0.250  2.396
H  -1.595  -0.869  1.781

Forces on atoms 1 to 6 (eV/Å):
0.630 1.718 1.929
-0.623 -0.850 -1.701
-0.138 -0.819 -0.181
-0.112 0.800 0.031
0.149 -0.309 0.158
-0.118 -0.405 -0.202

E_HOMO   -0.3920 hartree
Orbital gap   10.835 eV
Largest force on an atom   5.656 eV/Å
Energy   -22878.8184 eV
Spin multiplicity   1